1.
{"formula": "C20H26N4O5", "method": "the ωB97M-V functional and the def2-TZVPD basis", "elements": ["H", "C", "C", "H", "H", "C", "H", "H", "H", "C", "C", "C", "C", "H", "H", "C", "C", "O", "H", "O", "C", "C", "O", "N", "H", "H", "H", "O", "H", "H", "C", "C", "C", "N", "C", "C", "C", "H", "H", "H", "H", "H", "H", "H", "C", "N", "H", "H", "H", "H", "O", "C", "H", "N", "C"], "xyz": [[3.829246, -5.409761, 0.649126], [2.913620, 2.110977, 2.216065], [0.975065, -2.750973, -0.613829], [3.821877, -4.348146, -1.694348], [1.100448, -3.713861, 2.586810], [0.636753, 1.735613, 1.727013], [-3.774402, 0.743049, 1.442505], [-2.253633, 3.993516, 0.546107], [-1.319419, 0.179072, -1.143311], [3.741696, -4.340934, 0.441519], [1.491318, -3.745423, 1.564389], [-0.277778, -0.578237, 1.313351], [-0.413169, 0.760631, 1.462700], [0.433859, -3.638050, -0.959887], [3.018526, -2.023081, -0.718757], [3.025389, -3.659141, 1.611536], [-1.527095, 1.233400, -1.243112], [-1.319696, 1.456745, -4.746124], [2.538233, 2.949061, 2.811752], [-0.780924, -0.143620, -3.417880], [-1.776741, 1.392772, 1.248206], [-1.780196, 3.156718, -2.691168], [0.436901, 2.932504, 1.735230], [0.828482, -2.685919, 0.830097], [3.375878, -4.118721, 2.538086], [-1.189496, -2.348733, 0.986440], [1.791439, -0.780590, 0.846782], [1.843924, 1.193946, 1.981789], [4.756911, -3.939995, 0.391385], [2.305548, -4.951032, -1.053198], [2.409631, -2.815967, -1.156458], [3.065838, -4.177376, -0.924904], [3.507653, 2.621980, 0.910995], [-1.375288, -1.354105, 1.087262], [-2.053178, 3.936323, -1.583370], [1.017562, -1.353681, 1.370800], [-2.061172, 3.373339, -0.315690], [-2.253640, 4.989430, -1.704957], [1.184442, -4.696443, 1.123764], [4.351586, 3.271505, 1.124275], [3.309621, -2.606261, 1.654002], [2.353021, -2.628690, -2.230371], [-1.757928, 3.570356, -3.687518], [3.845682, 1.790779, 0.296418], [-1.801952, 2.020119, -0.135506], [-2.824776, 0.405581, 1.405755], [-1.925362, 2.185563, 1.991647], [3.649553, 1.544341, 2.790551], [2.758270, 3.186218, 0.361327], [1.322225, -1.416992, 2.418841], [-3.616687, -1.698920, 1.150748], [-2.688811, -0.925807, 1.198020], [0.474821, -1.876309, -1.036695], [-1.185018, 0.979300, -3.640520], [-1.512846, 1.805353, -2.506519]], "atomic_forces_ev_per_a": [[0.09, 0.00, 0.03], [0.30, 0.46, 0.00], [0.14, 0.07, -0.16], [-0.06, -0.08, -0.02], [0.01, -0.09, -0.07], [0.05, 0.03, 0.03], [0.03, -0.18, -0.03], [0.00, 0.07, 0.13], [0.04, -0.07, 0.00], [-0.05, 0.05, -0.02], [0.21, 0.02, 0.32], [0.00, 0.60, 0.13], [-0.41, -0.13, 0.10], [-0.01, 0.06, -0.09], [0.05, 0.14, -0.04], [-0.12, -0.19, -0.09], [0.00, 0.03, -0.30], [-0.02, 0.06, -0.28], [0.10, -0.18, -0.02], [0.09, -0.31, -0.04], [0.39, 0.15, -0.12], [0.07, -0.19, -0.19], [0.03, -0.08, 0.02], [-0.08, 0.02, 0.05], [0.02, 0.08, 0.05], [-0.08, 0.11, 0.02], [-0.08, -0.13, 0.13], [-0.11, -0.18, -0.02], [0.04, -0.08, -0.01], [-0.01, -0.05, -0.07], [-0.20, -0.21, -0.02], [0.17, 0.14, 0.06], [-0.29, -0.20, 0.24], [0.12, -0.19, -0.06], [-0.02, -0.05, 0.00], [0.17, -0.24, -0.16], [0.03, -0.19, -0.02], [-0.01, 0.09, -0.03], [-0.05, -0.07, 0.06], [0.12, 0.08, -0.01], [0.02, 0.05, 0.08], [0.02, 0.08, -0.01], [-0.01, 0.02, -0.02], [0.07, -0.06, -0.06], [-0.13, 0.33, -0.09], [-0.09, 0.26, 0.21], [0.02, -0.15, -0.15], [-0.11, 0.07, -0.03], [-0.01, 0.06, -0.05], [0.04, 0.01, -0.06], [-0.27, -0.30, -0.08], [-0.01, 0.05, 0.12], [-0.09, -0.03, -0.03], [0.14, -0.29, -0.41], [-0.29, 0.70, 1.11]], "gap_ev": 8.333, "smiles": "CCOC(=O)C1=C(CN2CCCCCC2)NC(=O)N[C@@H]1c1cccc([N+](=O)[O-])c1", "fmax_ev_per_a": 1.34, "lumo_ha": -0.016, "total_energy_ha": -1372.9033, "de_lowest_kj_mol": 434.2, "homo_energy_ev": -8.762, "total_charge": 0}

---

2.
{"formula": "C20H26N4O5S", "method": "the ωB97M-V functional and the def2-TZVPD basis", "elements": ["H", "H", "H", "C", "C", "C", "C", "H", "H", "C", "S", "C", "O", "H", "C", "O", "H", "H", "C", "O", "H", "H", "H", "H", "C", "H", "H", "N", "N", "C", "O", "C", "C", "H", "H", "C", "O", "C", "C", "H", "H", "H", "N", "H", "H", "C", "C", "H", "H", "C", "C", "H", "C", "H", "N", "H"], "xyz": [[6.320338, 1.278281, -3.181378], [6.132738, -0.488641, -3.061901], [-2.508707, 1.730174, -1.266952], [-2.603993, 2.015264, 1.704122], [-0.380712, 2.837263, 1.426720], [-3.418050, -0.595472, 1.031189], [2.577023, -1.977548, -1.095207], [2.313925, -2.701470, -3.801483], [4.860581, 0.491654, -3.832491], [4.110535, -0.121792, -1.223749], [-4.691961, 0.293010, 1.771111], [2.195002, -1.600380, 0.189307], [3.933917, -1.625804, -3.072433], [-0.250512, 0.943687, -0.428389], [1.152118, -2.315599, 0.964788], [1.134118, -2.347948, 2.176700], [1.183455, 1.460488, -1.307798], [-0.243603, 1.972960, 2.080664], [3.395554, -2.786569, -3.653846], [-2.249334, 1.396646, 2.690275], [3.882778, -2.874554, -4.624045], [0.778901, 3.781290, -0.141422], [4.191483, 1.108720, 0.494302], [2.505675, -0.207706, 1.774430], [0.633060, 2.785254, 0.283200], [1.585174, 2.482523, 0.721998], [-1.528814, -4.134755, 0.370777], [-1.757995, -1.113910, -0.178088], [0.196344, -2.956455, 0.206076], [2.790601, -0.490017, 0.773669], [-3.015854, -1.800427, 1.478892], [3.529978, -1.266364, -1.809614], [-2.139545, 3.548691, -0.181035], [2.144265, -2.864927, -1.527892], [-0.638342, 1.809094, -2.786798], [3.723067, 0.236326, 0.066857], [5.031208, 0.712467, -1.771587], [-1.955225, -2.058933, 0.679917], [-1.074323, -3.250554, 0.829402], [-4.673787, 2.662768, 1.757948], [-1.466928, 4.406433, -0.254024], [-0.158167, 3.408468, -2.222037], [-1.771095, 2.800324, 0.999874], [-4.195354, 1.997360, 0.165739], [-2.599629, 3.202618, -2.252550], [0.262465, 1.813576, -0.838567], [5.606547, 0.467437, -3.035872], [-3.153573, 3.938737, -0.059127], [-0.896277, -3.442308, 1.892054], [-4.064121, 1.922049, 1.240422], [-0.610799, 2.462119, -1.912496], [3.615866, -3.678080, -3.058077], [-2.047347, 2.700163, -1.455532], [0.115877, -2.650792, -0.752986], [-2.697790, -0.173060, 0.036789], [-0.212830, 3.742224, 2.024703]], "atomic_forces_ev_per_a": [[-0.04, -0.07, -0.01], [-0.03, 0.08, -0.01], [-0.10, 0.11, -0.03], [-0.18, 0.20, 0.08], [0.36, -0.02, 0.25], [0.16, 0.33, -0.74], [-0.04, 0.02, 0.08], [0.03, -0.02, 0.02], [0.09, 0.00, 0.07], [-0.08, 0.00, 0.15], [-0.50, 0.20, 0.21], [0.33, 0.30, -0.01], [0.06, 0.33, 0.36], [0.04, -0.14, 0.01], [-0.08, -0.27, -0.17], [-0.05, 0.17, 0.17], [0.01, -0.07, 0.01], [0.01, 0.19, -0.07], [-0.08, -0.17, -0.10], [0.08, -0.04, 0.28], [-0.07, -0.05, 0.05], [0.09, 0.04, -0.02], [0.06, 0.11, 0.04], [-0.03, 0.03, 0.12], [-0.19, -0.10, 0.00], [0.04, 0.09, 0.05], [0.04, 0.08, 0.12], [0.89, -1.16, 0.04], [-0.11, -0.23, -0.16], [-0.13, -0.21, -0.06], [0.01, -0.09, 0.19], [0.10, 0.05, -0.19], [-0.34, -0.14, -0.42], [-0.02, -0.09, -0.10], [0.02, 0.04, -0.08], [0.07, -0.11, -0.26], [-0.25, -0.09, 0.28], [0.28, 0.46, -0.52], [0.00, -0.29, 0.30], [-0.03, 0.01, -0.04], [-0.11, 0.06, 0.04], [0.05, 0.03, -0.07], [0.32, 0.11, 0.09], [0.04, 0.15, 0.03], [-0.07, 0.02, -0.04], [0.16, 0.22, -0.11], [0.28, 0.03, -0.45], [0.11, 0.06, -0.01], [-0.06, -0.05, -0.19], [0.04, -0.59, 0.10], [-0.18, -0.23, 0.12], [-0.03, 0.03, -0.01], [0.14, 0.25, -0.06], [0.06, 0.11, 0.11], [-1.21, 0.40, 0.50], [0.02, -0.11, 0.04]], "gap_ev": 8.880, "smiles": "COc1ccc(C(=O)NCc2nnc(SCC(=O)N3CCCCCC3)o2)cc1OC", "fmax_ev_per_a": 1.46, "lumo_ha": 0.021, "total_energy_ha": -1771.1134, "de_lowest_kj_mol": 238.5, "homo_energy_ev": -8.304, "total_charge": 0}

---

3.
{"formula": "C20H26N5O3Pd", "method": "the ωB97M-V functional and the def2-TZVPD basis", "elements": ["C", "C", "N", "C", "H", "H", "N", "H", "H", "H", "H", "H", "C", "H", "C", "C", "N", "H", "C", "C", "H", "H", "O", "H", "O", "Pd", "C", "H", "C", "H", "C", "H", "C", "H", "C", "H", "C", "H", "H", "C", "C", "C", "O", "H", "H", "N", "C", "C", "H", "H", "H", "H", "N", "H", "C"], "xyz": [[1.045665, -2.454121, 2.364055], [-4.360604, 1.549326, -1.826578], [1.789131, 1.039032, 1.115812], [-0.721075, 3.834191, 1.040406], [-0.103628, -0.531714, 3.207868], [-5.324083, 1.476695, -2.312555], [-0.736998, 1.128717, -2.637330], [1.098348, 2.025961, -3.112822], [-2.972342, 2.181996, 1.189798], [-5.183251, 2.060950, 0.093754], [-0.692884, -1.970840, -2.015868], [3.322111, 1.064473, 2.593007], [-1.885490, 1.703928, -0.593411], [-2.634462, -1.087216, -0.907676], [1.696144, 3.214039, 2.292311], [-2.115443, -1.926140, 0.987763], [-0.730359, -1.956763, -1.002092], [2.918638, -0.523875, 1.930856], [-0.693746, -1.308963, 2.737405], [1.065850, 4.436297, 2.524326], [-1.631539, 4.084498, 0.515241], [1.529013, 5.156542, 3.184301], [1.294811, -3.029151, 3.357969], [3.101448, 0.346461, -0.389996], [-2.850123, -2.600166, 1.667829], [0.285758, -0.315681, 0.087007], [-1.954107, 1.374315, -1.955679], [0.121253, 0.068316, -4.208796], [-2.131057, -1.977422, -0.523444], [0.192756, 2.840746, -1.828376], [-0.126077, 2.565963, 0.835281], [-0.317201, 3.015629, -3.518531], [-0.862304, 0.430848, -3.909119], [-3.283826, 1.079875, -3.613737], [-0.133489, 4.746549, 1.885052], [3.617468, 1.858628, 0.381638], [2.503864, 0.426598, 2.255237], [2.260439, 1.873264, -0.767690], [-0.597694, 5.710274, 2.040671], [0.102550, 2.321305, -2.780756], [2.753069, 1.297195, 0.015818], [-3.204988, 1.315386, -2.561776], [1.330273, -2.232651, 1.202723], [-1.538437, -0.418418, -3.812617], [-1.287523, -1.939821, 3.389645], [-1.141754, -1.065852, 1.491192], [-4.284721, 1.886002, -0.480803], [1.120309, 2.280013, 1.460717], [-2.681441, -2.861917, -0.840382], [1.818660, 0.261223, 3.081629], [-0.223933, -2.773461, -0.663672], [2.646419, 3.011474, 2.763961], [-0.636210, 1.619048, 0.025937], [-1.239384, 1.073105, -4.714667], [-3.047129, 1.976996, 0.129592]], "atomic_forces_ev_per_a": [[-0.02, -0.28, -0.38], [0.06, 0.03, -0.01], [-0.11, 0.09, 0.02], [0.03, 0.07, 0.02], [-0.04, 0.04, 0.03], [0.00, 0.02, -0.01], [-0.15, 0.00, 0.03], [0.00, -0.01, -0.02], [0.00, 0.01, 0.00], [-0.01, 0.00, 0.00], [0.02, 0.08, 0.03], [0.03, -0.02, 0.01], [0.09, 0.18, 0.22], [-0.02, -0.02, -0.03], [-0.07, -0.01, 0.04], [0.03, 0.06, 0.11], [-0.08, 0.16, -0.19], [0.00, 0.01, 0.01], [0.13, 0.09, 0.08], [-0.02, -0.01, -0.02], [0.00, -0.02, -0.01], [0.01, 0.00, 0.00], [-0.06, 0.17, 0.18], [0.02, 0.00, 0.03], [-0.01, 0.03, 0.03], [0.31, -0.22, 0.48], [0.11, 0.01, -0.23], [-0.01, 0.00, 0.00], [0.05, 0.03, -0.14], [0.02, 0.01, -0.12], [-0.08, -0.13, -0.09], [0.01, 0.01, -0.01], [0.05, 0.01, -0.03], [-0.02, 0.01, 0.01], [0.03, -0.04, 0.00], [-0.03, 0.04, 0.00], [0.02, 0.05, -0.11], [0.03, -0.06, 0.00], [0.01, 0.01, 0.01], [0.04, -0.02, 0.02], [-0.04, -0.01, -0.06], [-0.07, -0.12, 0.03], [-0.13, 0.10, 0.06], [0.03, -0.03, 0.02], [0.04, -0.06, -0.01], [-0.03, -0.16, 0.07], [0.04, -0.03, -0.04], [0.14, 0.05, 0.05], [0.03, -0.01, 0.03], [0.00, 0.01, 0.01], [-0.09, -0.02, -0.07], [0.01, 0.02, 0.03], [-0.22, -0.08, -0.17], [-0.02, 0.02, 0.01], [-0.07, -0.06, 0.09]], "gap_ev": [7.965, 6.214], "spin_multiplicity": 5, "fmax_ev_per_a": 0.61, "lumo_ha": [-0.085, -0.198], "total_energy_ha": -1404.7920, "de_lowest_kj_mol": 0.0, "homo_energy_ev": [-10.267, -11.592], "total_charge": 1}

---

4.
{"formula": "C20H26NO2", "method": "the ωB97M-V functional and the def2-TZVPD basis", "elements": ["H", "H", "H", "H", "C", "O", "C", "C", "H", "H", "H", "C", "C", "C", "H", "C", "H", "H", "C", "N", "H", "C", "H", "H", "H", "C", "H", "C", "C", "H", "O", "C", "H", "H", "C", "H", "H", "C", "C", "H", "C", "H", "H", "H", "C", "H", "C", "C", "H"], "xyz": [[-6.112771, 0.003669, 3.095287], [-3.182908, 2.031204, 5.695591], [-0.713675, 3.082732, 1.203063], [-6.186653, -2.646252, 2.934974], [-1.975823, 0.446088, 2.910861], [-4.608364, 0.983228, 5.004465], [-0.091308, 2.905307, 2.089522], [-6.135267, -0.718596, 3.930450], [2.439408, 2.097331, 1.770379], [-0.053731, 1.984641, 8.562199], [-7.719245, -1.723292, 3.038934], [-6.812346, -2.008254, 3.572788], [-2.492285, -0.195893, 4.388501], [-2.232733, 1.626620, 6.032957], [-6.612919, -0.238139, 4.785261], [-4.008401, -0.047445, 4.589078], [-1.576670, -2.037384, 1.183481], [-2.161787, -1.214189, 4.233153], [2.289704, -0.041872, 1.750488], [-1.917392, 0.331494, 5.663381], [-3.874711, 0.709428, 1.830962], [1.382696, -1.105216, 1.787321], [-2.101674, 1.435324, 3.359365], [-2.710757, -0.129711, 0.855455], [0.390559, -0.361361, 7.980459], [-3.050024, -0.023142, 1.895844], [-7.096764, -2.581183, 4.447440], [-0.864314, -2.121710, 2.010651], [1.748128, 1.246667, 1.854908], [-0.990336, -1.492993, 6.191998], [-4.726034, -1.110620, 4.226173], [-1.486435, 2.270841, 7.001478], [3.978244, -1.341478, 1.578297], [4.349391, 0.138961, 2.436177], [-0.496094, 1.552042, 7.704427], [-1.755036, 3.250115, 7.291753], [-1.437553, -2.258898, 2.929316], [0.375698, 1.475965, 2.125240], [-0.984763, -0.403778, 6.351002], [0.785256, 3.551449, 2.021810], [-0.267489, 0.208321, 7.365101], [-0.692934, 3.212965, 2.947441], [-0.254936, -3.008303, 1.849005], [1.762974, -2.109927, 1.659541], [-0.482696, 0.371068, 2.376929], [4.142211, 0.202086, 0.695274], [3.758934, -0.271577, 1.608358], [0.023633, -0.922994, 2.049901], [-3.530506, -0.965298, 2.208334]], "atomic_forces_ev_per_a": [[0.17, -0.35, 0.36], [0.54, -0.05, -0.70], [0.15, -0.04, 0.10], [-0.22, 0.30, 0.03], [0.20, 1.20, 1.21], [2.39, -2.61, -1.27], [-0.15, 0.11, 0.00], [0.22, -0.68, -0.10], [-0.51, -0.26, -0.04], [0.70, 0.37, 0.55], [-0.10, -0.34, -0.08], [-0.28, 0.02, -0.45], [0.24, -0.79, -0.35], [0.93, -0.62, 0.52], [0.37, -0.08, -0.02], [-2.60, 1.82, 0.17], [0.11, -0.16, 0.16], [-0.50, -0.44, 0.92], [-0.97, 0.39, 0.30], [0.92, 0.79, -0.35], [0.29, -0.15, 0.21], [0.03, 0.44, 0.09], [-0.21, 0.82, -1.58], [0.32, 0.02, 0.56], [0.38, -0.45, 0.12], [-0.76, 0.62, 0.00], [0.01, -0.05, 0.18], [-0.10, -0.25, -0.11], [-0.31, -0.31, 0.13], [0.35, 0.76, -0.37], [0.25, 1.34, 0.01], [0.57, -1.83, 0.30], [0.00, 0.12, -0.16], [-0.31, 0.06, -0.04], [-1.35, -0.58, -1.62], [-0.24, 0.86, 0.21], [0.02, -0.17, -0.13], [0.19, -0.42, 0.46], [-0.69, 0.71, 0.08], [-0.22, 0.10, 0.04], [-0.61, 0.59, 0.08], [0.09, -0.07, 0.07], [-0.15, -0.11, 0.04], [-0.06, -0.11, -0.11], [-0.28, -1.42, 0.28], [-0.06, -0.19, 0.13], [0.46, -0.06, -0.20], [0.34, 0.92, 0.62], [0.43, 0.25, -0.27]], "gap_ev": 6.994, "smiles": "CCOC(=O)[C@@H]([C@H](C)c1c(C)cc(C)cc1C)[n+]1ccccc1", "fmax_ev_per_a": 3.76, "lumo_ha": -0.160, "total_energy_ha": -982.6602, "de_lowest_kj_mol": 189.4, "homo_energy_ev": -11.342, "total_charge": 1}